# 1
The following is a DFT calculation (ωB97M-V with the def2-TZVPD basis set) of a cluster of 2 separate species, C3H6OS2 in total.

The geometry in XYZ format:
```
12
Properties=species:S:1:pos:R:3:forces:R:3:lowdin_charge:R:1
C -0.58019 1.74030 -0.91262 0.03 0.44 0.20 -0.457
C -0.10086 0.54079 -0.18582 -0.67 2.16 -0.49 -0.593
S 0.64663 0.76925 -1.81323 -0.13 0.19 0.01 0.809
H -0.24432 2.71216 -0.56658 -0.08 -0.01 -0.09 0.063
H -1.58559 1.72131 -1.32276 0.13 -0.02 0.05 0.068
H 0.56379 0.68859 0.66115 -0.13 0.23 -0.39 0.041
H -0.77430 -0.30249 -0.09243 -0.12 1.16 -0.41 0.027
O 0.27480 -1.66957 -0.54638 0.95 -2.76 0.38 -0.134
C 0.81123 -1.82495 0.51526 0.00 -0.65 -0.14 -0.636
S 0.15915 -1.28575 2.07675 0.07 -0.70 0.50 0.824
H 1.78613 -2.32710 0.63553 -0.02 0.15 0.00 0.091
H -0.95648 -0.76254 1.55111 -0.03 -0.18 0.39 -0.105
```
Positions in Å, forces in eV/Å.

Energy above the lowest of the compared OMol25 structures with the same formula, charge and spin   258.6 kJ/mol
E   -26923.7628 eV
SMILES   C1CS1.O=CS
Strongest force on any atom   2.9 eV/Å

# 2
The following is a DFT calculation (ωB97M-V with the def2-TZVPD basis set) of a cluster of 2 separate species, C3H6OS2 in total.

The geometry in XYZ format:
```
12
Properties=species:S:1:pos:R:3:forces:R:3:lowdin_charge:R:1
C 0.34155 0.96420 -0.10246 -0.54 3.17 0.82 -0.309
C 1.78197 0.70409 -0.15985 0.92 0.74 1.97 -0.266
O 2.59248 1.54268 0.16372 -0.01 -0.70 -0.85 0.067
C -0.45839 -0.27758 -0.24429 -4.13 2.51 -0.97 -0.677
S -2.14007 0.43600 -0.60151 1.23 -1.51 0.83 0.661
S -1.30796 -2.88257 0.74027 -0.66 1.21 0.22 0.397
H 0.09837 1.66980 0.76892 0.43 -1.66 -0.41 0.160
H 0.03972 1.73582 -0.82633 0.54 -0.53 -0.61 0.102
H 1.99735 -0.37032 -0.23846 0.73 -0.17 -0.55 0.131
H -0.26717 -0.81421 -1.11321 0.89 -1.24 -1.14 0.036
H -0.53690 -0.90818 0.65176 0.15 -0.86 0.82 -0.045
H -2.14095 -1.79974 0.96142 0.47 -0.94 -0.13 -0.256
```
Positions in Å, forces in eV/Å.

Energy above the lowest of the compared OMol25 structures with the same formula, charge and spin   585.3 kJ/mol
E   -26920.3769 eV
Strongest force on any atom   4.9 eV/Å

# 3
The following is a DFT calculation (ωB97M-V with the def2-TZVPD basis set) of an isolated molecule of C3H6OS3.

The geometry in XYZ format:
```
13
Properties=species:S:1:pos:R:3:forces:R:3:lowdin_charge:R:1
C 0.05639 0.47095 -0.44571 -1.08 -0.52 2.00 -0.395
C 0.94423 -0.58693 0.01479 2.20 -0.54 1.13 -1.232
C -1.33396 0.35260 0.16893 -2.31 2.26 0.77 -0.170
O 2.74906 1.58195 0.16104 1.55 0.78 -0.80 -0.624
S 2.31684 -1.15792 -1.00454 -0.37 0.68 0.05 0.708
S 0.41007 -1.84101 1.27116 -1.39 0.63 -0.95 0.700
S 1.58825 1.11053 0.88790 -3.35 -1.36 -0.92 0.925
H -0.00591 0.70478 -1.49712 0.91 0.41 -0.12 0.115
H -2.25032 1.03674 -0.10590 2.40 -0.38 -0.16 0.114
H -1.39023 0.42628 1.27073 0.54 -0.29 -0.46 0.067
H -1.78481 -0.56821 -0.10714 0.02 -1.35 -0.15 0.048
H 2.87587 0.10769 -0.99756 0.01 -0.65 -0.14 -0.115
H 1.52186 -2.19397 1.89049 0.87 0.33 -0.25 -0.142
```
Positions in Å, forces in eV/Å.

Energy above the lowest of the compared OMol25 structures with the same formula, charge and spin   142.1 kJ/mol
E   -37758.6848 eV
Strongest force on any atom   3.7 eV/Å

# 4
The following is a DFT calculation (ωB97M-V with the def2-TZVPD basis set) of an isolated molecule of C3H6OSe.

The geometry in XYZ format:
```
11
Properties=species:S:1:pos:R:3:forces:R:3:lowdin_charge:R:1
C -0.48446 0.35196 0.49586 -1.60 -0.16 -0.48 -0.291
C -0.73646 -1.19944 0.78152 2.87 1.97 -0.72 -0.505
C 1.03185 1.02726 -1.36818 1.07 -0.67 3.87 -0.016
O -0.10549 0.50622 -0.84905 -0.52 0.04 -2.86 -0.251
Se 1.05609 -2.00590 0.46311 -0.42 -0.04 0.33 0.641
H -1.47903 0.85540 0.41614 0.51 -0.37 0.98 0.132
H 0.17043 0.91876 1.16604 0.04 -0.53 0.14 0.117
H -1.07409 -1.40609 1.76588 -0.22 0.00 0.89 0.041
H -1.36634 -1.59270 0.03860 -1.01 -0.31 -0.79 0.024
H 1.22553 1.38142 -2.35378 -0.87 -0.19 -0.58 0.049
H 1.76196 1.16311 -0.55616 0.14 0.27 -0.77 0.058
```
Positions in Å, forces in eV/Å.

Energy above the lowest of the compared OMol25 structures with the same formula, charge and spin   282.4 kJ/mol
E   -70597.8892 eV
Strongest force on any atom   4.1 eV/Å

# 5
The following is a DFT calculation (ωB97M-V with the def2-TZVPD basis set) of an isolated molecule of C3H6OSe.

The geometry in XYZ format:
```
11
Properties=species:S:1:pos:R:3:forces:R:3:lowdin_charge:R:1
C -0.25346 1.56416 0.66368 -1.51 -1.54 -0.22 0.028
C -0.95912 0.85877 -0.26057 1.89 -0.20 1.38 -0.193
O -0.41440 -0.02511 -1.20495 -1.19 1.19 0.61 -0.224
C 0.65108 -0.86071 -0.93802 2.28 0.62 0.03 -0.573
Se 0.24350 -2.28285 0.41482 0.08 -0.34 -0.78 0.745
H 0.72452 1.24308 0.91581 1.28 0.22 -0.48 0.032
H -0.68509 2.14210 1.49171 -0.38 -0.19 -0.86 0.063
H -2.02227 0.73870 -0.21364 -0.49 0.63 -0.58 0.107
H 0.71516 -1.46132 -1.90757 0.49 0.69 1.52 0.087
H 1.69390 -0.25207 -0.68867 -2.64 -1.71 -0.63 0.131
H 0.30619 -1.66475 1.72739 0.18 0.62 0.03 -0.203
```
Positions in Å, forces in eV/Å.

Energy above the lowest of the compared OMol25 structures with the same formula, charge and spin   126.2 kJ/mol
E   -70599.5084 eV
SMILES   C=COC[SeH]
Strongest force on any atom   3.2 eV/Å

# 6
The following is a DFT calculation (ωB97M-V with the def2-TZVPD basis set) of an isolated molecule of C3H6S.

The geometry in XYZ format:
```
10
Properties=species:S:1:pos:R:3:forces:R:3:lowdin_charge:R:1
S -2.03898 -0.20263 -0.10919 0.34 -1.82 -0.85 0.719
C -0.32150 -0.02207 0.44610 -1.33 -2.13 1.72 -0.683
C 0.82187 -0.84084 -0.16605 -1.94 2.35 -2.41 -0.117
C 0.76135 0.70017 -0.19941 -0.57 -1.58 0.37 -0.149
H -2.71143 0.93111 -0.10781 0.52 1.09 0.35 -0.185
H -0.34119 -0.25560 1.51535 0.38 0.90 -0.17 0.084
H 1.46626 -1.41109 0.40117 1.16 -0.63 1.64 0.066
H 0.71563 -1.24967 -1.15972 -0.38 -0.12 -0.06 0.091
H 1.30626 1.27608 0.47251 1.26 1.16 0.48 0.083
H 0.34172 1.07454 -1.09294 0.56 0.77 -1.07 0.090
```
Positions in Å, forces in eV/Å.

Energy above the lowest of the compared OMol25 structures with the same formula, charge and spin   107.6 kJ/mol
E   -14041.7506 eV
SMILES   SC1CC1
Strongest force on any atom   3.9 eV/Å

# 7
The following is a DFT calculation (ωB97M-V with the def2-TZVPD basis set) of a structure of composition C3H6S.

The geometry in XYZ format:
```
10
Properties=species:S:1:pos:R:3:forces:R:3:lowdin_charge:R:1
C -0.38129 -0.47841 1.27306 -3.67 5.12 -5.30 -0.118
C 0.29896 -0.42864 -0.30268 2.77 -4.00 4.36 -0.838
C 0.12887 0.72491 -1.15021 -3.39 1.48 -2.27 -0.227
H 0.04380 -1.23679 1.73834 2.09 -3.11 2.23 -0.057
H -1.62542 -0.56611 1.39347 3.46 0.64 -0.66 0.129
H 0.04166 0.57225 1.45138 -1.04 -1.48 1.00 0.078
H 0.94986 1.60898 -0.75711 -2.60 -2.38 -1.75 0.158
H 0.00681 0.34161 -2.42670 1.20 1.59 4.01 0.168
H -1.09626 0.97851 -0.91350 3.54 0.30 -0.71 0.124
S 1.63301 -1.51632 -0.30606 -2.36 1.84 -0.91 0.583
```
Positions in Å, forces in eV/Å.

Energy above the lowest of the compared OMol25 structures with the same formula, charge and spin   334.7 kJ/mol
E   -14039.3974 eV
Strongest force on any atom   8.2 eV/Å

# 8
The following is a DFT calculation (ωB97M-V with the def2-TZVPD basis set) of a structure of composition C3H6S.

The geometry in XYZ format:
```
10
Properties=species:S:1:pos:R:3:forces:R:3:lowdin_charge:R:1
C 0.68723 0.58366 0.22927 -2.07 0.71 -0.60 -0.200
C 0.63525 -0.88788 0.19291 0.61 -1.23 1.61 -0.208
C -0.39418 -0.13742 -0.54849 -1.55 0.13 -4.33 -0.694
S -2.11628 0.00052 0.01902 0.56 -0.80 -0.34 0.696
H 0.41169 1.36483 0.92321 -0.08 -0.58 0.61 0.100
H 1.33181 0.91624 -0.48411 2.25 1.29 -1.44 0.059
H 1.54997 -1.25436 -0.29847 -0.91 -0.42 0.12 0.112
H 0.30787 -1.40540 1.11369 0.26 0.09 -0.77 0.111
H -0.50783 -0.18695 -1.98586 0.91 0.28 4.72 0.197
H -1.90553 1.00676 0.83882 0.02 0.53 0.42 -0.173
```
Positions in Å, forces in eV/Å.

Energy above the lowest of the compared OMol25 structures with the same formula, charge and spin   208.6 kJ/mol
E   -14040.7046 eV
Strongest force on any atom   4.8 eV/Å

# 9
The following is a DFT calculation (ωB97M-V with the def2-TZVPD basis set) of an isolated molecule of C3H6S2.

The geometry in XYZ format:
```
11
Properties=species:S:1:pos:R:3:forces:R:3:lowdin_charge:R:1
C -1.16689 0.66346 -0.42530 1.51 3.09 0.25 -0.166
C -0.66101 -0.57130 0.32280 -2.99 -0.97 0.54 -0.563
S 0.73452 -1.25488 -0.46278 -0.76 -2.31 -2.09 0.924
C 1.86238 -0.31975 0.22305 2.59 0.56 -1.00 -1.172
S 3.35931 0.00694 -0.23730 0.97 -0.03 -0.27 0.620
H -2.15943 1.11436 -0.49708 -0.59 -1.07 1.20 0.066
H -0.56542 1.62606 -0.13804 -0.59 -1.84 -0.37 0.110
H -0.97972 0.55647 -1.47293 0.57 -0.37 -0.74 0.043
H -1.39304 -1.41566 0.22722 0.22 0.79 0.13 0.081
H -0.48779 -0.50470 1.41100 -0.10 0.42 -0.51 0.089
H 1.45709 0.09899 1.04938 -0.83 1.71 2.87 -0.033
```
Positions in Å, forces in eV/Å.

Energy above the lowest of the compared OMol25 structures with the same formula, charge and spin   143.0 kJ/mol
E   -24877.2262 eV
SMILES   CCSC=S
Strongest force on any atom   3.5 eV/Å

# 10
The following is a DFT calculation (ωB97M-V with the def2-TZVPD basis set) of an isolated molecule of C3H6S2.

The geometry in XYZ format:
```
11
Properties=species:S:1:pos:R:3:forces:R:3:lowdin_charge:R:1
S -0.76624 1.09371 -1.20764 1.03 -0.47 -0.23 0.741
C -0.84232 -0.59047 -0.55261 -0.24 1.17 -0.70 -0.653
C -1.09146 -0.72972 0.88362 -0.32 -0.55 1.31 -0.214
C 0.25948 -1.01984 0.35095 0.81 -1.42 0.34 -0.712
S 1.63703 0.02147 0.77887 0.25 0.13 0.29 0.724
H -2.05383 1.30472 -1.24066 -1.01 0.08 0.02 -0.164
H -1.27521 -1.34180 -1.19095 0.13 -0.04 -0.26 0.100
H -1.05903 0.13856 1.49702 -0.56 0.70 0.22 0.089
H -1.68290 -1.55526 1.26429 0.01 0.06 -0.11 0.110
H 0.51561 -2.07965 0.33135 0.01 0.29 -0.36 0.097
H 1.66840 -0.26924 2.10751 -0.12 0.04 -0.51 -0.120
```
Positions in Å, forces in eV/Å.

Energy above the lowest of the compared OMol25 structures with the same formula, charge and spin   114.5 kJ/mol
E   -24877.5214 eV
SMILES   S[C@@H]1C[C@@H]1S
Strongest force on any atom   1.7 eV/Å

# 11
The following is a DFT calculation (ωB97M-V with the def2-TZVPD basis set) of a cluster of 2 separate species, C3H6Si in total.

The geometry in XYZ format:
```
10
Properties=species:S:1:pos:R:3:forces:R:3:lowdin_charge:R:1
C -1.37335 -0.72209 -0.35045 -2.05 -3.12 0.08 -0.136
C -0.19761 -0.14667 -0.26799 0.10 -1.46 0.43 -0.402
C -1.39100 0.59130 0.35983 0.84 -1.03 0.92 -0.202
Si 1.68308 0.00165 -0.03571 0.22 -1.67 -1.64 0.639
H -2.26968 -1.90845 -0.58884 3.27 3.94 0.66 0.217
H -1.76137 1.40005 -0.17729 -0.67 1.60 -0.66 0.042
H -1.34462 0.72569 1.46201 -0.50 -0.38 -0.69 0.088
H 2.45957 -0.49899 -1.26224 -0.66 0.31 0.48 -0.090
H 2.46369 -0.88272 0.99222 -1.15 1.14 -0.25 -0.066
H 1.73130 1.44023 -0.13155 0.62 0.66 0.66 -0.090
```
Positions in Å, forces in eV/Å.

Energy above the lowest of the compared OMol25 structures with the same formula, charge and spin   302.7 kJ/mol
E   -11080.5091 eV
Strongest force on any atom   5.2 eV/Å

# 12
The following is a DFT calculation (ωB97M-V with the def2-TZVPD basis set) of a cluster of 2 separate species, C3H7BN2O2 in total.

The geometry in XYZ format:
```
15
Properties=species:S:1:pos:R:3:forces:R:3:lowdin_charge:R:1
B 0.09016 -1.36087 0.64380 0.43 1.65 -0.52 -0.643
C 1.13382 0.40399 -1.16742 -4.55 -2.94 -1.01 -0.250
C -0.85676 1.35209 0.46239 2.04 -1.91 0.31 -0.082
C 0.76728 0.06612 0.17540 -2.49 0.64 1.78 -0.048
N 0.32967 -0.03280 -2.07310 0.09 -0.11 -0.35 0.077
N -0.64176 2.19356 1.36055 -2.47 0.04 0.03 0.041
O 0.11951 -1.65030 2.01761 0.01 0.08 -1.99 0.135
O -0.51775 -2.15907 -0.28717 -0.84 1.17 -1.49 0.105
H 1.90335 1.00971 -1.37267 3.10 2.28 -0.69 0.077
H -1.79848 1.04163 -0.13686 1.62 0.42 0.81 0.124
H 1.56535 0.34557 0.83215 -0.06 0.64 0.98 0.090
H 0.53392 0.25563 -3.02559 0.30 0.15 0.08 0.050
H -1.56511 2.67179 1.68073 1.82 -0.58 -0.91 0.096
H -0.35007 -2.48339 2.07687 -0.20 -0.43 0.53 0.091
H -0.71314 -1.65366 -1.18669 1.20 -1.10 2.45 0.137
```
Positions in Å, forces in eV/Å.

Energy above the lowest of the compared OMol25 structures with the same formula, charge and spin   136.9 kJ/mol
E   -10975.7458 eV
Strongest force on any atom   5.5 eV/Å

Please write out number 8 again, unchanged.
The following is a DFT calculation (ωB97M-V with the def2-TZVPD basis set) of a structure of composition C3H6S.

The geometry in XYZ format:
```
10
Properties=species:S:1:pos:R:3:forces:R:3:lowdin_charge:R:1
C 0.68723 0.58366 0.22927 -2.07 0.71 -0.60 -0.200
C 0.63525 -0.88788 0.19291 0.61 -1.23 1.61 -0.208
C -0.39418 -0.13742 -0.54849 -1.55 0.13 -4.33 -0.694
S -2.11628 0.00052 0.01902 0.56 -0.80 -0.34 0.696
H 0.41169 1.36483 0.92321 -0.08 -0.58 0.61 0.100
H 1.33181 0.91624 -0.48411 2.25 1.29 -1.44 0.059
H 1.54997 -1.25436 -0.29847 -0.91 -0.42 0.12 0.112
H 0.30787 -1.40540 1.11369 0.26 0.09 -0.77 0.111
H -0.50783 -0.18695 -1.98586 0.91 0.28 4.72 0.197
H -1.90553 1.00676 0.83882 0.02 0.53 0.42 -0.173
```
Positions in Å, forces in eV/Å.

Energy above the lowest of the compared OMol25 structures with the same formula, charge and spin   208.6 kJ/mol
E   -14040.7046 eV
Strongest force on any atom   4.8 eV/Å